[1]
{"formula": "C18H35N4O3S", "method": "ωB97M-V/def2-TZVPD", "total_energy_ev": -42160.96055, "spin_multiplicity": 1, "total_charge": 1, "fmax_ev_per_a": 4.75, "homo_energy_ev": -10.9, "symbols": ["N", "C", "C", "C", "S", "C", "C", "C", "C", "C", "C", "H", "H", "H", "H", "H", "H", "H", "H", "H", "H", "H", "H", "H", "H", "C", "C", "O", "N", "C", "H", "H", "H", "H", "H", "H", "H", "C", "C", "O", "N", "C", "H", "H", "H", "H", "H", "H", "H", "C", "C", "O", "N", "C", "H", "H", "H", "H", "H", "H", "H"], "xyz": [[3.379875, -1.024990, 2.214702], [2.372915, -0.779423, 1.141288], [1.475273, 0.528780, 1.357233], [1.153935, 0.880601, 2.888082], [-0.699464, 0.849041, 3.249801], [-1.224963, -0.788489, 2.497885], [-2.362434, -0.913414, 1.444051], [-2.667012, -2.331511, 0.867661], [-1.813902, -3.540601, 1.371126], [-0.684932, -3.430799, 2.427563], [-0.387439, -2.022821, 3.000966], [2.881962, -1.454603, 3.031975], [3.998922, -1.786739, 1.878547], [2.976181, -0.601210, 0.168928], [1.757453, -1.737770, 0.924320], [0.521702, 0.383243, 0.703917], [1.996890, 1.460313, 0.912111], [1.575330, 1.901739, 3.177063], [1.598796, 0.130960, 3.644541], [-1.338692, 1.898449, 2.583445], [-2.912026, 0.037890, 1.135617], [-3.485184, -2.433824, 0.064539], [-2.021799, -4.575420, 0.918197], [-0.031100, -4.285902, 2.795412], [0.448705, -1.871181, 3.776528], [4.166849, -4.716236, 5.475277], [2.826916, -4.302589, 4.932518], [2.709564, -3.412940, 4.092470], [1.724772, -4.946426, 5.399771], [1.660642, -6.011213, 6.380573], [4.948747, -4.115451, 5.010043], [4.200471, -4.552050, 6.554230], [4.355456, -5.766974, 5.245779], [0.861197, -4.617596, 4.992866], [1.192677, -6.879986, 5.913454], [1.039358, -5.673931, 7.212581], [2.644058, -6.287555, 6.753137], [-1.097712, 2.126576, -4.321455], [0.241728, 1.991642, -3.649803], [1.288811, 2.248530, -4.225833], [0.267196, 1.566870, -2.352717], [-0.852314, 1.217140, -1.508088], [-0.958874, 2.471435, -5.343806], [-1.601642, 1.157920, -4.349184], [-1.710075, 2.856918, -3.791174], [1.198676, 1.499956, -1.967452], [-0.835459, 1.870168, -0.630641], [-0.726462, 0.179445, -1.187191], [-1.805675, 1.325010, -2.020698], [-1.526231, 5.355110, -5.740644], [-2.755341, 4.592168, -6.158686], [-3.055688, 3.512199, -5.660703], [-3.544756, 5.137300, -7.122312], [-3.360867, 6.390252, -7.824683], [-0.997472, 4.798720, -4.966843], [-0.856190, 5.481969, -6.593433], [-1.810101, 6.328019, -5.333831], [-4.349821, 4.572273, -7.352423], [-4.236195, 7.017270, -7.642563], [-3.289226, 6.177150, -8.893276], [-2.466009, 6.916591, -7.500761]], "atomic_forces_ev_per_a": [[-1.2, -0.6, 0.1], [0.5, -0.4, -1.3], [0.0, 0.2, -0.7], [0.8, -0.1, -0.7], [0.1, -1.1, 0.2], [-0.7, -3.4, -1.7], [2.3, -2.8, 1.3], [2.9, 0.9, 2.7], [0.4, 2.2, 0.8], [-2.0, 4.2, -1.0], [-2.4, -0.1, -2.2], [0.8, 0.3, -1.0], [-0.5, 0.8, 0.4], [-1.1, -0.2, 1.5], [0.5, 1.7, 0.4], [1.5, 0.3, 1.5], [-0.6, -1.6, 0.8], [-1.0, -1.3, -0.3], [-0.9, 1.1, -1.2], [0.8, -1.2, -0.2], [0.8, -1.7, 0.3], [1.5, 0.0, 1.5], [0.3, 1.9, 0.8], [-1.2, 1.2, -0.8], [-1.4, -0.4, -1.4], [0.1, 0.1, -0.1], [-0.3, 0.0, 0.0], [-0.2, 0.1, 0.0], [0.6, 0.3, -0.2], [-0.5, 0.0, -0.1], [-0.2, 0.0, 0.0], [0.0, -0.2, 0.0], [0.0, 0.0, 0.2], [0.1, -0.1, 0.1], [0.1, -0.1, 0.2], [0.1, -0.2, 0.1], [-0.1, 0.1, -0.1], [0.4, -0.1, 0.2], [0.5, 0.1, -0.6], [-0.2, 0.0, 0.3], [-0.1, 0.0, 0.0], [0.6, 0.0, 0.0], [0.1, -0.1, 0.3], [-0.2, 0.1, 0.0], [-0.1, -0.2, -0.1], [-0.1, 0.0, -0.1], [-0.3, 0.0, 0.1], [-0.3, 0.0, 0.1], [0.1, 0.0, 0.0], [0.1, 0.0, 0.1], [-0.5, -0.4, -0.1], [-0.2, 0.4, -0.2], [0.4, -0.1, 0.4], [-0.4, -0.2, -0.2], [-0.1, 0.0, -0.1], [0.0, 0.2, 0.1], [0.1, 0.0, -0.1], [0.1, 0.1, 0.0], [0.2, 0.2, -0.1], [0.1, 0.3, 0.0], [-0.1, -0.1, 0.0]]}



[2]
{"formula": "C6H16N2", "method": "ωB97M-V/def2-TZVPD", "de_lowest_kcal_mol": 129.6, "total_energy_ev": -9456.45469, "spin_multiplicity": 1, "fmax_ev_per_a": 4.98, "homo_energy_ev": -8.8, "symbols": ["C", "N", "C", "C", "C", "C", "C", "N", "H", "H", "H", "H", "H", "H", "H", "H", "H", "H", "H", "H", "H", "H", "H", "H"], "xyz": [[-2.606119, 0.438140, -0.865390], [-1.175259, 0.796332, -0.867391], [-0.316604, -0.357293, -0.450256], [1.151726, -0.079968, -0.764849], [2.059969, -1.217500, -0.434989], [1.625568, 1.122557, -0.093196], [-0.672525, -0.743780, 0.979524], [-0.587041, 0.736077, 1.737699], [-3.138269, 1.387252, -0.771891], [-2.929507, -0.059655, 0.027474], [-2.733902, 0.026359, -1.872018], [-1.076376, 1.372005, 0.050995], [-0.550135, -1.260353, -1.013467], [1.288866, 0.061102, -1.818843], [1.699994, -2.234999, -0.550591], [3.067247, -1.111601, -0.927269], [2.493218, -1.276960, 0.556398], [2.696147, 1.361795, -0.233609], [1.340563, 1.238769, 1.012904], [1.007118, 2.047418, -0.258288], [-1.657141, -1.019910, 1.143799], [-0.114669, -1.661382, 1.088421], [0.185810, -0.196941, 1.651695], [-1.058681, 0.632543, 2.673134]], "atomic_forces_ev_per_a": [[1.1, 1.7, -1.0], [0.8, 0.4, 2.5], [-1.6, 0.2, -1.3], [-0.4, -0.7, 0.5], [2.5, -1.2, 0.4], [-0.1, 4.1, 2.9], [-0.9, 0.6, -2.7], [1.2, -2.8, 1.5], [-0.1, 0.0, -0.5], [-0.3, -1.2, 0.1], [-0.9, -0.6, 0.6], [-0.1, -0.7, -2.2], [-0.4, 0.0, -0.5], [-0.6, 0.2, -0.8], [-0.3, -0.1, -0.7], [-1.2, -0.2, -0.4], [-0.7, 0.6, 1.0], [-0.5, -0.1, 0.0], [1.3, -1.2, -1.2], [0.7, -0.7, -1.2], [-1.8, -0.7, -0.1], [1.0, -0.4, 1.4], [0.7, 3.4, 2.9], [0.7, -0.5, -1.0]]}



[3]
{"formula": "C2H7N5O", "method": "ωB97M-V/def2-TZVPD", "de_lowest_kcal_mol": 55.9, "total_energy_ev": -11682.78222, "spin_multiplicity": 1, "smiles": "[H]/N=C(/NO)N/C=N/N", "fmax_ev_per_a": 2.11, "homo_energy_ev": -9.1, "symbols": ["H", "N", "C", "N", "O", "N", "C", "N", "N", "H", "H", "H", "H", "H", "H"], "xyz": [[-0.350786, 0.802317, -1.126620], [-1.264555, 0.340666, -0.968055], [-1.100118, -0.435346, 0.047584], [-2.245047, -1.188438, 0.483425], [-3.453413, -0.794027, -0.156973], [0.078113, -0.627804, 0.770654], [1.308898, -0.092217, 0.435272], [1.479029, 0.684958, -0.557370], [2.881236, 1.078298, -0.482825], [-2.482117, -1.091718, 1.457343], [-3.110399, -0.188682, -0.879817], [0.036264, -1.310786, 1.530527], [2.100175, -0.392990, 1.107490], [2.936752, 2.067583, -0.233723], [3.185968, 1.148186, -1.426913]], "atomic_forces_ev_per_a": [[-0.8, -0.2, -0.4], [1.1, -0.6, 1.2], [-1.7, 0.9, -0.9], [0.7, 0.0, -0.2], [1.0, 0.5, -0.9], [-0.6, -0.6, 0.3], [-1.3, -0.4, 0.1], [1.1, 0.1, 0.9], [0.0, 0.6, 0.0], [0.4, 0.1, 0.4], [-0.3, -0.4, 0.7], [0.2, 0.5, -0.6], [0.3, 0.1, 0.0], [-0.5, -0.1, 0.4], [0.3, -0.4, -1.1]]}